Here is a structure of composition C34H57N4NiOP2 at a distorted geometry from the OMol25 dataset. Energies are from ωB97M-V/def2-TZVPD.

Element x y z (Å)
1 C 0.35936 3.19768 -0.22963
2 C -0.46712 2.34101 1.79283
3 C 0.11418 4.51400 0.17276
4 C -0.53761 3.66393 2.32133
5 C -0.25391 4.73747 1.50127
6 H 0.25618 5.32389 -0.54661
7 H -0.80465 3.75659 3.36795
8 H -0.32379 5.75352 1.88444
9 N 0.15467 2.16158 0.58880
10 P 1.79250 1.21360 -1.52200
11 P -1.08170 -0.46458 1.94755
12 C 0.84609 2.82467 -1.61873
13 H -0.03314 2.66319 -2.25263
14 H 1.40705 3.64491 -2.07337
15 C -1.07046 1.21920 2.40635
16 H -1.52831 1.40762 3.37861
17 C -3.07584 -0.38327 1.90021
18 C -0.64293 -1.49768 3.56255
19 C 1.68099 0.44910 -3.26049
20 C 3.48391 1.95309 -1.11291
21 C -3.44730 -1.56858 1.01921
22 H -3.12031 -2.52868 1.44176
23 H -4.53846 -1.62200 0.88920
24 H -2.98763 -1.47303 0.02985
25 C -3.74218 -0.46075 3.27509
26 H -3.55151 -1.38116 3.83425
27 H -3.47614 0.40406 3.89786
28 H -4.83112 -0.40263 3.11385
29 C -3.54364 0.95689 1.32184
30 H -4.63165 0.93244 1.17163
31 H -3.33954 1.78756 2.00883
32 H -3.06578 1.19244 0.36547
33 C -1.33622 -2.86140 3.44232
34 H -1.04340 -3.37316 2.51535
35 H -1.01499 -3.49239 4.28510
36 H -2.42773 -2.80144 3.48361
37 C 0.86517 -1.75463 3.59126
38 H 1.22087 -2.23127 2.66963
39 H 1.43983 -0.84107 3.77549
40 H 1.08295 -2.44787 4.42314
41 C -0.98438 -0.80915 4.88947
42 H -2.04593 -0.58770 5.02706
43 H -0.70188 -1.50613 5.69491
44 H -0.40792 0.11336 5.03409
45 C 4.46730 0.78665 -0.92515
46 H 5.47910 1.21285 -0.82021
47 H 4.24658 0.22328 -0.00737
48 H 4.48649 0.08630 -1.77559
49 C 3.41171 2.75010 0.19531
50 H 2.85622 3.68276 0.07473
51 H 2.96187 2.17148 1.00662
52 H 4.43732 3.00037 0.49179
53 C 3.98136 2.90582 -2.21060
54 H 4.78856 3.51189 -1.77767
55 H 4.39961 2.37978 -3.07319
56 H 3.21063 3.60099 -2.55813
57 C 0.47857 1.05926 -3.98301
58 H 0.60959 2.12852 -4.19089
59 H 0.34102 0.55655 -4.95277
60 H -0.43771 0.91376 -3.40030
61 C 1.44030 -1.06234 -3.12659
62 H 0.51068 -1.27937 -2.58478
63 H 1.35279 -1.49821 -4.13345
64 H 2.26421 -1.56809 -2.61038
65 C 2.92509 0.67026 -4.12218
66 H 3.06050 1.72635 -4.38039
67 H 3.83943 0.27464 -3.66452
68 H 2.77886 0.12933 -5.07038
69 Ni 0.60246 0.06631 0.04561
70 C 2.20961 0.14912 1.23056
71 O 2.90773 -0.14298 2.10995
72 N -1.00030 0.06314 -0.96871
73 C -2.10392 0.27626 -1.31248
74 C -3.26106 0.11995 -2.33174
75 C -4.55192 0.77343 -1.84129
76 C -2.90171 0.75912 -3.67007
77 C -3.51243 -1.36085 -2.61521
78 H -4.94998 0.29640 -0.93658
79 H -4.41347 1.84851 -1.66046
80 H -5.30613 0.66198 -2.63208
81 H -2.11439 0.17680 -4.16856
82 H -3.80561 0.71299 -4.29662
83 H -2.59558 1.80856 -3.56124
84 H -4.32508 -1.41205 -3.35476
85 H -2.60701 -1.80840 -3.05142
86 H -3.80720 -1.92511 -1.72312
87 N 2.90716 -5.63679 1.49634
88 C 2.35085 -4.54731 0.90136
89 C 0.95147 -4.36216 0.87989
90 C 0.45149 -3.13954 0.44939
91 N 1.26263 -2.10155 0.13371
92 C 2.58311 -2.34711 -0.04322
93 C 3.16737 -3.55104 0.32390
94 H 2.34024 -6.33455 1.94812
95 H 3.90881 -5.74841 1.54096
96 H 0.28133 -5.15398 1.22161
97 H -0.63063 -2.97354 0.36308
98 H 3.18001 -1.56389 -0.50525
99 H 4.24547 -3.68944 0.21893

Force components x, y, z for each atom (eV/Å):
-0.14 0.77 0.20
-0.69 -1.85 0.62
0.55 -0.63 -1.41
0.23 0.66 -0.28
-0.41 -0.56 1.04
0.02 -0.22 0.35
-0.08 0.25 -0.15
-0.02 -0.18 -0.05
0.19 -0.80 -0.55
0.16 1.43 -1.21
-1.10 1.06 1.51
-0.48 -0.20 0.28
0.12 0.04 0.23
-0.04 -0.22 0.08
2.14 1.79 1.02
0.00 0.18 -0.17
0.83 -0.92 -0.01
-0.20 0.28 -0.65
0.33 0.22 -0.08
-0.01 -0.61 -0.48
-0.71 -0.13 -0.11
-0.09 0.28 -0.05
0.08 -0.11 -0.09
-0.10 -0.09 0.26
-0.33 -0.08 0.07
-0.08 0.29 -0.17
-0.03 -0.26 -0.17
0.20 -0.03 0.05
-0.02 0.01 -0.12
0.13 -0.18 -0.02
-0.01 -0.31 -0.28
-0.14 0.16 0.30
-0.01 -0.17 0.20
-0.15 0.10 0.30
-0.06 0.07 -0.18
0.31 -0.07 -0.05
0.20 -0.15 0.02
0.00 0.15 0.26
-0.23 -0.18 -0.03
-0.06 0.21 -0.24
-0.14 -0.10 0.18
0.35 -0.03 -0.06
-0.02 0.19 -0.13
-0.14 -0.19 -0.13
0.40 0.12 0.00
-0.24 -0.27 0.02
0.22 0.18 -0.33
-0.02 0.25 0.30
-0.06 -0.09 0.02
0.02 -0.12 0.09
0.07 0.41 -0.07
-0.12 -0.03 -0.03
0.44 0.04 0.00
-0.11 -0.07 -0.11
-0.09 0.18 0.29
0.24 -0.15 0.04
-0.15 -0.02 -0.15
-0.02 -0.24 0.05
0.07 0.03 0.23
0.36 0.13 -0.21
-0.07 -0.06 0.04
0.23 0.02 -0.06
0.06 0.11 0.24
-0.13 0.07 -0.12
0.00 -0.09 -0.46
-0.01 -0.30 0.08
-0.21 0.17 -0.15
0.05 0.10 0.21
0.22 0.25 1.39
2.19 -1.56 4.62
-2.08 1.39 -3.33
-4.25 0.82 -1.35
2.45 -1.70 -1.70
-0.48 0.48 0.74
-0.35 0.15 0.25
0.40 0.16 -0.23
0.32 -0.41 0.17
0.19 0.18 -0.24
-0.06 -0.29 0.05
0.20 0.03 0.20
-0.26 0.34 0.07
0.34 0.08 0.20
-0.07 -0.26 -0.13
0.26 -0.04 0.23
-0.31 -0.03 0.14
0.02 0.14 -0.30
0.00 0.09 -0.27
0.16 -0.13 0.46
-0.05 0.38 -0.37
0.74 -0.09 0.08
-0.17 -0.01 -1.34
-0.60 -1.14 0.50
-0.18 0.53 -0.11
0.04 0.10 -0.10
-0.26 0.03 -0.04
0.20 0.27 -0.17
0.54 0.12 0.26
-0.12 -0.06 0.30
-0.36 -0.02 0.03

**2S+1**: 3
**Energy above the lowest of the compared OMol25 structures with the same formula, charge and spin**: 0.00 kcal/mol
**E_LUMO (alpha / beta)**: -2.177 / -2.450 eV
**Orbital gap (alpha / beta)**: 6.1 / 5.8 eV
**<S²>**: 2.01
**E**: -103805.661 eV
**Molar mass**: 658.498 g mol⁻¹
**Charge**: +1

Here is a cluster of 6 separate species, C34H58N2O7S in total at a distorted geometry from the OMol25 dataset. Energies are from ωB97M-V/def2-TZVPD.

Element x y z (Å)
1 C -0.96504 1.53504 0.50520
2 C -1.21776 0.88121 -0.76328
3 C 0.00524 -0.03101 -1.33457
4 C 1.24282 0.99955 -1.52029
5 C 1.49120 1.80876 -2.82459
6 C 2.67611 2.83911 -2.96615
7 C 3.61391 3.03402 -1.74889
8 C 3.45434 2.23007 -0.43484
9 N 4.30443 2.30446 0.76239
10 C 4.02964 3.47403 1.62462
11 C 3.73285 4.96616 1.15004
12 O 4.02262 3.25593 2.87599
13 C 5.73087 2.09813 0.49148
14 C 6.39934 0.78858 -0.11776
15 O 6.51057 3.06655 0.77626
16 C 2.25225 1.21857 -0.36102
17 S 4.96801 4.29001 -1.92371
18 C 4.27005 5.47283 -3.16029
19 C 4.69270 6.97553 -3.24092
20 C 4.14659 7.96636 -4.30658
21 C 3.11807 7.39742 -5.32371
22 C 2.67976 5.90231 -5.25364
23 C 3.24618 4.90913 -4.17479
24 N 2.77010 3.52068 -4.26535
25 H -0.69313 2.64780 0.59468
26 H -0.99058 0.95293 1.50320
27 H -2.20315 1.01651 -1.34885
28 H 0.32396 -0.79880 -0.55197
29 H -0.34660 -0.47652 -2.32311
30 H 0.78155 1.65926 -3.72003
31 H 4.67663 5.39930 0.68047
32 H 2.80675 5.02036 0.48743
33 H 3.50055 5.59081 2.09383
34 H 7.46200 0.68678 0.32379
35 H 6.56526 0.98272 -1.24410
36 H 5.82961 -0.17955 0.06896
37 H 2.09095 0.59800 0.59688
38 H 5.47674 7.30338 -2.46458
39 H 4.53854 9.03189 -4.30956
40 H 2.72482 8.10908 -6.13524
41 H 1.91719 5.56682 -6.04844
42 H 1.89107 3.45180 -4.80310
43 C 6.74164 -1.44633 4.98288
44 C 6.18570 -0.75090 3.75025
45 C 4.66754 -0.67827 3.79277
46 O 6.59437 -1.45982 2.58078
47 H 6.37519 -2.47614 5.04897
48 H 7.83251 -1.50142 4.93346
49 H 6.45931 -0.91648 5.89623
50 H 6.59980 0.25873 3.67977
51 H 4.22925 -1.68177 3.81757
52 H 4.28143 -0.18619 2.89563
53 H 4.32307 -0.12527 4.67015
54 H 6.23351 -2.35495 2.63256
55 C -5.55737 -2.60257 0.62886
56 C -4.60499 -1.80443 -0.24694
57 C -3.67574 -2.71911 -1.02970
58 O -3.83009 -0.92814 0.56927
59 H -5.00638 -3.20029 1.36220
60 H -6.21128 -1.93301 1.19444
61 H -6.17740 -3.27284 0.02885
62 H -5.17768 -1.18162 -0.94005
63 H -3.05911 -3.32035 -0.35366
64 H -2.98896 -2.13210 -1.64647
65 H -4.24019 -3.39329 -1.67928
66 H -3.31949 -1.46917 1.18622
67 C -8.60554 -6.60062 -1.56570
68 C -7.65265 -5.41788 -1.49475
69 C -7.02183 -5.13357 -2.84891
70 O -6.62729 -5.69175 -0.54182
71 H -8.07671 -7.51035 -1.86840
72 H -9.04268 -6.80077 -0.58371
73 H -9.41430 -6.41419 -2.27711
74 H -8.19157 -4.53187 -1.14700
75 H -6.43853 -5.99270 -3.19594
76 H -6.33070 -4.28859 -2.78082
77 H -7.78305 -4.90306 -3.59867
78 H -6.14430 -6.47477 -0.84037
79 C -4.97295 -8.75963 0.73927
80 C -4.80275 -9.82770 -0.32898
81 C -3.37198 -10.34005 -0.37779
82 O -5.15597 -9.28593 -1.60141
83 H -4.33224 -7.89542 0.53333
84 H -6.00323 -8.39305 0.75444
85 H -4.72555 -9.14836 1.73032
86 H -5.48399 -10.65915 -0.12873
87 H -2.67570 -9.53126 -0.62238
88 H -3.26225 -11.09845 -1.15767
89 H -3.07632 -10.77731 0.57932
90 H -4.55795 -8.54946 -1.78754
91 C 1.16294 6.99442 4.16024
92 C 0.60060 7.68244 2.92609
93 C -0.91859 7.73553 2.96584
94 O 1.02016 6.97906 1.75856
95 H 0.80963 5.96019 4.22597
96 H 2.25453 6.95307 4.11317
97 H 0.87210 7.52091 5.07301
98 H 1.00205 8.69719 2.85608
99 H -1.34402 6.72700 2.99015
100 H -1.30928 8.22203 2.06792
101 H -1.27177 8.28433 3.84278
102 H 0.67004 6.07942 1.81064

Force components x, y, z for each atom (eV/Å):
-0.51 -0.49 -0.85
1.03 0.27 1.69
-0.94 0.93 0.76
3.02 2.20 -0.67
1.72 0.28 2.55
-1.89 -2.85 2.75
-1.85 -1.03 -0.61
-3.79 -1.70 -2.92
0.41 0.64 -2.18
-0.12 0.57 4.86
-0.05 -0.27 0.65
0.17 0.51 -4.94
3.05 3.02 0.96
-0.04 0.25 -0.23
-2.79 -3.59 -0.77
0.29 1.36 -2.38
-1.11 0.00 -0.87
-2.07 1.35 -2.78
-1.70 -1.22 -1.64
-1.00 -4.59 0.43
1.65 -1.88 2.54
2.09 1.79 1.87
0.32 3.98 -1.43
0.89 1.37 2.78
-2.21 -1.30 -0.01
1.80 0.49 -1.86
2.39 0.93 0.06
-0.38 0.79 -1.18
0.86 0.36 1.34
1.26 0.30 1.56
-1.47 -0.72 0.32
1.50 -0.06 0.52
0.38 -1.32 -1.47
-1.93 0.38 -0.47
-0.53 -0.38 1.70
0.61 1.45 -0.33
0.48 1.25 -1.62
-1.45 -0.45 -1.41
-0.74 -1.64 -0.11
0.52 -1.47 1.38
1.36 0.35 1.52
0.81 0.08 0.58
0.28 0.08 0.12
-0.38 -0.52 0.25
-0.16 0.22 -0.14
0.18 0.11 -0.29
-0.12 0.09 -0.01
-0.09 0.08 0.01
0.01 -0.07 -0.04
0.03 -0.13 -0.19
0.11 -0.02 0.13
0.07 0.08 0.12
-0.02 -0.03 -0.09
0.05 0.18 0.05
-0.36 0.13 -0.02
0.24 -0.57 0.46
0.09 0.07 -0.31
0.00 0.33 -0.12
0.04 -0.07 -0.16
0.06 0.00 -0.11
0.10 -0.05 0.12
0.14 0.13 0.14
-0.15 -0.03 0.04
-0.10 -0.01 0.01
0.06 -0.01 0.07
-0.13 0.07 -0.13
-0.25 -0.05 0.15
0.18 -0.60 -0.38
0.07 0.28 -0.09
0.10 0.18 0.22
0.04 0.11 -0.10
0.00 0.10 -0.08
0.05 -0.05 0.04
0.18 -0.05 0.15
-0.15 -0.06 0.03
-0.12 -0.01 0.01
0.08 -0.03 0.01
-0.18 0.08 0.04
-0.29 0.02 0.13
0.55 0.45 0.11
0.06 -0.30 -0.08
-0.31 0.01 -0.17
0.11 -0.11 0.02
0.05 -0.10 0.05
0.00 0.08 -0.05
-0.04 0.12 -0.22
-0.08 0.04 0.13
-0.06 0.03 0.11
0.02 0.05 -0.07
-0.02 -0.21 0.05
0.26 0.09 0.12
-0.34 -0.59 0.24
-0.16 0.25 -0.12
0.17 0.15 -0.22
-0.11 0.09 -0.01
-0.09 0.07 0.02
0.02 -0.07 -0.03
0.06 -0.14 -0.19
0.10 0.01 0.12
0.07 0.02 0.10
-0.01 -0.06 -0.05
0.04 0.18 0.05

**Structure (SMILES)**: C=CCc1cc2c(c(N(C(C)=O)C(C)=O)c1)Sc1ccccc1N2.CC(C)O.CC(C)O.CC(C)O.CC(C)O.CC(C)O
**E_LUMO**: -0.456 eV
**Orbital gap**: 7.0 eV
**E**: -64333.849 eV
**Molar mass**: 638.912 g mol⁻¹
**Charge**: 0

> Which of these has the lowest molar mass?

C34H58N2O7S

> Among the records above, which one has the highest molar mass?

C34H57N4NiOP2

> The lowest charge belongs to which entry?

C34H58N2O7S

> Number 2 is which compound?

C34H58N2O7S